# 1
The ion C8H12Cl2N2P with charge +1 at a distorted geometry, computed with ωB97M-V/def2-TZVPD.

Structure (ORCA input):
```
! wB97M-V def2-TZVPD RIJCOSX def2/J DEFGRID3
* xyz 1 1
C 1.07863 1.90435 0.71989
C 0.85144 0.49403 0.42815
C 2.17888 -0.32248 0.44123
C 2.05717 -1.64053 -0.08582
N 1.73896 -2.62966 -0.57291
P 3.86418 0.55016 0.85471
Cl 3.85265 1.68601 -0.87068
Cl 4.90174 -1.07389 0.45847
N -0.38972 -0.19423 -0.04996
C -1.16729 0.51151 -1.09960
C -2.26996 -0.52403 -1.26568
C -2.63562 -1.00230 0.24012
C -1.37466 -0.52544 0.94973
H 0.16897 2.52205 0.46402
H 1.78142 2.30420 0.01556
H 1.53562 2.29837 1.61860
H 0.03177 -1.06669 -0.40877
H -0.54435 0.78615 -1.95573
H -1.73307 1.40150 -0.72353
H -1.76101 -1.44003 -1.78013
H -3.16735 -0.37298 -1.73466
H -3.52125 -0.45865 0.73392
H -2.84524 -2.05711 0.30444
H -1.63384 0.25862 1.66416
H -0.99808 -1.40894 1.65446
*
```

Calculated values
Energy above the lowest of the compared OMol25 structures with the same formula, charge and spin = 0.0 kcal per mole
LUMO (spin up / spin down) = -4.8 / -4.8 eV
HOMO level (spin up / spin down) = -13.36 / -13.36 eV
SMILES = C/C(=C(/C#N)P(Cl)Cl)[NH+]1CCCC1
Frontier orbital gap (spin up / spin down) = 0.3144 / 0.3144 hartree
Largest force on an atom = 7.9 eV/Å

***

# 2
A cluster of 2 separate species, C6H7N5O in total at a distorted geometry, computed with ωB97M-V/def2-TZVPD.

Structure (ORCA input):
```
! wB97M-V def2-TZVPD RIJCOSX def2/J DEFGRID3
* xyz 0 1
C 1.32960 1.36298 0.68687
C 1.96937 0.93980 -0.48678
C -0.67827 0.67360 -0.13566
C -0.05601 0.46762 -1.42440
C -2.02985 0.31229 0.08200
C -3.33364 -0.95664 -1.55510
N 0.03786 1.19425 0.85627
N 1.27944 0.54317 -1.52762
N -2.74436 -0.21056 -0.85070
N -0.88023 0.43273 -2.48333
N 1.81210 -1.87137 2.97861
O -0.70917 -0.19344 -3.52670
H 1.86786 1.87051 1.47527
H 3.04106 1.00596 -0.60702
H -2.49550 0.53953 1.02738
H -3.93183 -0.89342 -2.43002
H 1.22613 -2.38767 2.33364
H 2.76444 -1.92956 2.64231
H 1.53099 -0.89977 2.94501
*
```

Calculated values
Energy above the lowest of the compared OMol25 structures with the same formula, charge and spin = 124.6 kcal per mole
LUMO (spin up / spin down) = -1.3 / -1.3 eV
HOMO level (spin up / spin down) = -8.14 / -8.14 eV
Frontier orbital gap (spin up / spin down) = 0.2528 / 0.2529 hartree
Largest force on an atom = 3.9 eV/Å

***

# 3
A cluster of 2 separate species, C3H2BrFO in total at a distorted geometry, computed with ωB97M-V/def2-TZVPD.

Structure (ORCA input):
```
! wB97M-V def2-TZVPD RIJCOSX def2/J DEFGRID3
* xyz 0 1
C -0.14493 -0.74420 1.61146
C 0.45502 -0.42938 0.50827
C -0.46306 0.96531 -1.73337
O -1.61475 1.00896 -1.93450
F 1.60598 -0.81545 -0.00136
Br 0.94457 1.79775 -2.64694
H 0.31697 -1.43866 2.30911
H -1.09981 -0.34432 1.88732
*
```

Calculated values
Energy above the lowest of the compared OMol25 structures with the same formula, charge and spin = 84.4 kcal per mole
LUMO (spin up / spin down) = -0.6 / -1.2 eV
HOMO level (spin up / spin down) = -9.03 / -9.66 eV
Frontier orbital gap (spin up / spin down) = 0.3102 / 0.3115 hartree
Largest force on an atom = 2.5 eV/Å

***

# 4
An isolated molecule of C2H3N3O4S at a distorted geometry, computed with ωB97M-V/def2-TZVPD.

Structure (ORCA input):
```
! wB97M-V def2-TZVPD RIJCOSX def2/J DEFGRID3
* xyz 0 1
N -2.60352 -0.33059 -1.26017
C -1.55009 -0.69260 -1.33718
C -0.21664 -1.10518 -1.63457
N 0.51653 -1.24715 -0.54524
O 1.62561 -1.71069 -0.55153
O -0.02137 -0.84466 0.64120
S -0.21804 0.84162 0.64328
N 0.86526 1.31230 1.75522
O -1.51184 1.10174 1.11063
O 0.28853 1.23756 -0.59193
H 0.35708 -1.07557 -2.47593
H 1.94549 1.32613 1.57331
H 0.52300 1.18711 2.67290
*
```

Calculated values
Energy above the lowest of the compared OMol25 structures with the same formula, charge and spin = 36.4 kcal per mole
LUMO = -0.5 eV
HOMO level = -9.73 eV
SMILES = N#C/C=[N+](/[O-])OS(N)(=O)=O
Frontier orbital gap = 0.3399 hartree
Largest force on an atom = 5.0 eV/Å

***

# 5
A cluster of 3 separate species, C21H48F3IN7O4P2 in total at a distorted geometry, computed with ωB97M-V/def2-TZVPD.

Structure (ORCA input):
```
! wB97M-V def2-TZVPD RIJCOSX def2/J DEFGRID3
* xyz -1 1
C -2.86731 -6.56036 3.06539
C -1.64609 -6.09667 2.26879
I -1.73926 -6.86155 0.21260
C -1.27223 -4.60937 2.34753
C -2.38423 -3.55868 2.50557
N -1.69003 -2.25203 2.24108
C -3.55156 -3.63190 1.49688
C -4.97338 -3.87909 2.03692
C -5.63785 -5.15019 1.57736
F -5.26407 -5.76924 0.43151
C -6.69077 -5.63993 2.30092
F -6.50396 -6.13409 3.52182
F -7.96667 -5.63107 1.90901
C -2.78337 -3.47334 4.00313
O -2.25169 -4.22349 4.84723
O -3.61563 -2.58368 4.31009
H -3.65528 -5.82489 3.17381
H -3.25735 -7.50251 2.67614
H -2.51850 -6.78598 4.07625
H -0.79997 -6.64756 2.67398
H -0.73124 -4.35826 1.42498
H -0.54792 -4.47697 3.15127
H -0.69147 -2.38307 2.36919
H -1.98366 -1.58081 2.94416
H -3.32539 -4.41599 0.76617
H -3.56552 -2.71846 0.90551
H -5.09286 -3.85722 3.12597
H -5.63581 -3.09880 1.64274
O 1.62333 -0.40104 3.01901
P 1.94095 1.06726 2.83977
N 2.14620 0.89732 1.11817
C 3.03060 1.65344 0.25591
C 0.94334 0.47852 0.39093
N 3.48064 1.04648 3.61884
C 4.71883 1.46889 2.99884
C 3.74487 -0.06913 4.51872
N 2.01666 2.81944 2.68931
C 2.14176 3.52238 3.99422
C 0.80290 3.39695 2.06266
H 2.71961 2.69858 0.11255
H 3.07719 1.19807 -0.73540
H 4.06108 1.65163 0.60046
H 0.19272 1.27930 0.31565
H 0.46803 -0.37060 0.88244
H 1.19146 0.15981 -0.62158
H 5.08792 0.72544 2.28063
H 5.49330 1.60887 3.76010
H 4.61947 2.43619 2.50683
H 4.00177 -0.98453 3.97271
H 2.88618 -0.27651 5.15138
H 4.57495 0.17579 5.18784
H 1.30913 3.29046 4.66469
H 2.16467 4.60144 3.82995
H 3.06679 3.26729 4.50174
H -0.11385 3.07857 2.56556
H 0.72904 3.12443 1.01168
H 0.84912 4.48563 2.08809
O 1.53803 1.48251 -3.07099
P 0.74402 2.25679 -4.08745
N 1.61643 1.81067 -5.50927
C 1.75764 2.58771 -6.72290
C 1.64759 0.37467 -5.78638
N 1.18136 3.84019 -3.56640
C 1.66841 4.88418 -4.44479
C 1.83742 3.94151 -2.26944
N -0.63313 2.90831 -4.94528
C -1.58820 3.63408 -4.06657
C -1.44293 1.85937 -5.61428
H 0.83628 2.66532 -7.31937
H 2.51666 2.13438 -7.36375
H 2.11997 3.59399 -6.53260
H 0.68281 -0.00959 -6.14474
H 1.91261 -0.18407 -4.88890
H 2.40125 0.13887 -6.53848
H 2.71004 4.71041 -4.74566
H 1.62665 5.85329 -3.93869
H 1.04367 4.99473 -5.33151
H 2.89440 3.65401 -2.32424
H 1.34674 3.31129 -1.53416
H 1.78072 4.96515 -1.88730
H -1.97591 2.99381 -3.26925
H -2.42856 3.99696 -4.66017
H -1.13260 4.50647 -3.60993
H -1.74110 1.06498 -4.92549
H -0.90295 1.40785 -6.44544
H -2.34291 2.29692 -6.04425
*
```

Calculated values
Energy above the lowest of the compared OMol25 structures with the same formula, charge and spin = 0.0 kcal per mole
LUMO = 1.6 eV
HOMO level = -4.44 eV
Frontier orbital gap = 0.2235 hartree
Largest force on an atom = 8.1 eV/Å

***

# 6
A structure of composition C7H6Br2O4 at a distorted geometry, computed with ωB97M-V/def2-TZVPD.

Structure (ORCA input):
```
! wB97M-V def2-TZVPD RIJCOSX def2/J DEFGRID3
* xyz 0 1
C 0.96008 2.09964 -0.75431
C 0.09338 -1.28199 1.38063
C -0.20406 2.15329 0.23649
C -0.63678 0.68508 0.23583
C 1.19673 -1.99441 1.02107
C -0.15858 0.19444 -1.19546
C -0.65537 -0.77835 -1.94186
O 1.86539 2.86609 -0.91012
O -1.02625 -1.96999 1.94292
O 0.13896 0.03241 1.30273
O 0.82467 1.08255 -1.57792
Br 1.23847 -3.89994 1.17882
Br 2.70226 -1.21806 0.11334
H 0.02200 2.55299 1.25237
H -1.01200 2.83104 -0.21592
H -1.75411 0.43631 0.30323
H -1.70107 -1.29747 -1.64126
H -1.67013 -1.36397 2.19598
H -0.22358 -1.12965 -2.92658
*
```

Calculated values
LUMO = 0.2 eV
HOMO level = -8.81 eV
Frontier orbital gap = 0.3313 hartree
Largest force on an atom = 4.0 eV/Å